(1)
57
Properties=species:S:1:pos:R:3 method="wB97M-V/def2-TZVPD" e_homo_ev=-7.40 orbital_gap_ev=4.7242 energy_ha=-5071.6350 lumo_energy_ev=-2.67
Zn 5.84 -13.27 -18.01
N 11.16 -10.18 -20.23
H 11.59 -9.68 -19.45
H 10.57 -10.90 -19.77
H 11.84 -10.64 -20.83
H 10.62 -9.64 -20.90
N 9.38 -14.02 -23.29
H 8.94 -13.70 -22.39
H 10.36 -13.77 -23.27
H 8.85 -13.63 -24.06
H 9.25 -15.03 -23.23
N 8.68 -16.13 -19.53
H 9.13 -15.27 -19.90
H 7.72 -16.20 -19.94
H 8.54 -16.11 -18.49
H 9.28 -16.93 -19.69
N 5.70 -13.58 -22.09
H 5.93 -14.08 -21.20
H 6.00 -14.08 -22.91
H 6.18 -12.67 -21.91
H 4.68 -13.50 -22.14
N 6.80 -9.41 -20.08
H 7.28 -9.70 -19.18
H 7.27 -8.62 -20.50
H 5.80 -9.29 -19.94
H 6.91 -10.22 -20.70
N 10.05 -12.10 -16.99
H 11.02 -11.83 -16.95
H 9.89 -13.07 -16.65
H 9.73 -12.02 -17.98
H 9.41 -11.54 -16.40
S 8.30 -14.96 -16.56
O 8.79 -16.12 -17.30
O 9.22 -13.82 -16.39
O 7.11 -14.44 -17.28
O 7.92 -15.37 -15.20
S 7.09 -10.44 -16.60
O 8.08 -10.68 -15.54
O 6.00 -9.59 -16.09
O 7.76 -9.76 -17.72
O 6.57 -11.78 -17.00
S 5.07 -15.82 -20.06
O 5.33 -16.95 -19.20
O 5.01 -14.55 -19.30
O 6.17 -15.67 -21.04
O 3.82 -16.09 -20.75
S 8.26 -12.69 -20.22
O 7.18 -13.07 -19.37
O 9.36 -12.01 -19.53
O 8.84 -13.92 -20.77
O 7.65 -11.89 -21.30
O 11.49 -13.96 -19.02
H 10.93 -13.43 -19.59
H 12.11 -14.40 -19.61
O 8.83 -10.92 -23.37
H 8.54 -11.51 -22.63
H 8.90 -10.05 -22.97



(2)
41
Properties=species:S:1:pos:R:3 method="wB97M-V/def2-TZVPD" charge=+1 e_homo_ev=-13.09 orbital_gap_ev=10.0847 energy_ha=-974.0878 de_lowest_kcal_mol=80.1 lumo_energy_ev=-3.01
N 0.09 -0.12 -0.19
H -0.35 0.30 0.67
H 1.14 -0.28 -0.33
H -0.07 0.54 -1.00
H -0.19 -1.10 -0.34
O 1.22 -3.02 -0.60
H 2.00 -3.35 -0.33
H 1.51 -2.68 -1.50
O 1.79 -0.85 -2.27
H 1.39 -1.38 -2.99
H 2.17 0.00 -2.45
O -1.28 2.74 0.68
H -1.23 2.13 1.48
H -1.84 3.42 0.98
O -1.95 0.80 2.69
H -1.86 -0.15 2.50
H -1.49 0.83 3.48
O 0.33 3.25 -1.35
H 1.08 2.81 -0.79
H -0.27 3.27 -0.53
O 0.88 1.35 2.68
H 0.45 1.90 3.18
H 1.10 0.64 3.20
O -1.12 -1.67 2.04
H -1.60 -2.01 1.37
H -0.32 -2.20 2.40
O -2.59 0.85 -0.89
H -3.13 0.21 -0.31
H -2.23 1.53 -0.23
O 3.34 -0.74 -0.10
H 3.21 -1.16 -0.99
H 3.81 -0.08 -0.62
O -1.43 -1.60 -2.53
H -2.20 -1.22 -3.04
H -1.13 -2.44 -2.66
O -2.46 -2.65 -0.22
H -3.37 -2.78 -0.23
H -2.38 -2.10 -0.98
O 2.68 2.24 0.03
H 3.03 2.20 0.74
H 3.24 2.51 -0.64



(3)
43
Properties=species:S:1:pos:R:3 method="wB97M-V/def2-TZVPD" e_homo_ev=-9.60 orbital_gap_ev=8.6576 energy_ha=-1199.1140 de_lowest_kcal_mol=17.4 lumo_energy_ev=-0.94
Ne -0.08 -0.36 0.20
O 1.73 -0.35 2.56
H 1.14 0.40 2.61
H 2.12 -0.41 3.43
O -1.62 -3.07 0.73
H -2.15 -3.76 1.13
H -2.20 -2.32 0.68
O 3.15 0.63 0.58
H 4.01 0.78 0.97
H 2.67 0.13 1.24
O -3.22 -0.75 0.35
H -2.73 -0.27 -0.32
H -3.35 -0.12 1.05
O 0.18 2.12 3.12
H 1.10 2.11 3.37
H -0.26 2.56 3.85
O -0.76 -3.64 -1.84
H -0.85 -2.75 -2.20
H -0.68 -3.51 -0.90
O -1.30 -0.87 -2.99
H -1.58 -1.08 -3.88
H -1.70 -0.02 -2.81
O 1.40 -1.19 -3.64
H 2.03 -0.91 -2.97
H 0.58 -1.28 -3.16
O 1.52 2.75 -0.40
H 1.79 2.76 -1.32
H 1.90 1.95 -0.04
O -1.37 2.95 -0.33
H -0.42 2.81 -0.24
H -1.73 2.71 0.52
O -2.22 1.97 -2.79
H -1.46 2.34 -3.25
H -2.12 2.29 -1.89
O -2.34 1.88 1.93
H -2.75 2.69 2.23
H -1.49 1.86 2.38
O 0.89 -3.15 2.29
H 1.13 -2.23 2.17
H 0.18 -3.30 1.67
O 3.36 -0.98 -1.58
H 4.31 -0.95 -1.68
H 3.19 -0.44 -0.80



(4)
43
Properties=species:S:1:pos:R:3 method="wB97M-V/def2-TZVPD" e_homo_ev=-10.15 orbital_gap_ev=9.6937 energy_ha=-1199.1203 de_lowest_kcal_mol=13.5 lumo_energy_ev=-0.46
Ne -0.19 0.28 0.23
O 2.55 1.08 -1.05
H 2.18 1.96 -1.06
H 3.10 1.06 -0.27
O 2.75 -3.12 -0.59
H 2.05 -3.77 -0.65
H 2.34 -2.37 -0.17
O -2.04 -3.22 -0.19
H -2.73 -3.87 -0.04
H -1.44 -3.64 -0.81
O -0.68 -0.30 3.34
H -0.15 -0.75 2.69
H -0.05 -0.02 4.01
O -1.17 3.81 -2.37
H -1.82 4.31 -1.88
H -1.41 2.89 -2.24
O 1.22 3.44 -1.12
H 0.33 3.73 -1.30
H 1.29 3.45 -0.16
O -2.84 -0.57 -0.11
H -2.53 -1.47 -0.17
H -3.22 -0.51 0.77
O 0.22 -3.25 -2.10
H -0.55 -3.50 -2.63
H 0.11 -2.31 -1.95
O 1.07 3.04 1.68
H 0.16 2.75 1.72
H 1.46 2.69 2.48
O 3.73 0.45 1.39
H 3.31 0.97 2.08
H 3.39 -0.44 1.51
O 0.48 -0.61 -2.14
H -0.31 -0.07 -2.22
H 1.10 -0.05 -1.67
O -1.87 1.07 -2.17
H -2.12 0.48 -1.46
H -2.48 0.87 -2.88
O 0.38 -3.38 1.47
H -0.52 -3.31 1.18
H 0.32 -3.66 2.38
O -1.58 2.26 2.13
H -1.40 1.45 2.60
H -2.45 2.13 1.75



(5)
42
Properties=species:S:1:pos:R:3 method="wB97M-V/def2-TZVPD" e_homo_ev=-10.19 orbital_gap_ev=10.0881 energy_ha=-1070.1396 de_lowest_kcal_mol=38.5 lumo_energy_ev=-0.11
O -0.78 1.99 7.08
H -1.63 1.60 7.29
H -0.50 1.53 6.30
O -3.00 2.15 9.39
H -2.12 2.43 9.36
H -3.51 2.93 9.42
O -5.42 -0.45 5.32
H -5.54 0.51 5.36
H -4.51 -0.53 5.07
O -2.78 0.17 7.54
H -2.31 -0.42 8.13
H -3.10 0.91 8.04
O -4.73 5.08 2.40
H -4.94 4.24 2.88
H -5.55 5.48 2.08
O -6.85 2.13 5.77
H -7.82 2.26 5.77
H -6.59 2.90 5.23
O -3.75 2.47 6.08
H -3.94 3.25 6.64
H -4.14 2.62 5.25
O -2.66 -0.35 4.78
H -1.83 -0.78 4.52
H -2.57 -0.15 5.72
O -6.40 4.68 5.20
H -5.53 4.84 5.59
H -7.09 4.74 5.81
O -2.20 5.02 9.22
H -2.46 4.92 8.33
H -1.40 4.54 9.46
O -4.67 2.64 3.40
H -3.75 2.47 3.41
H -4.92 1.95 2.83
O -1.59 4.42 6.28
H -1.42 3.53 6.58
H -2.34 4.46 5.72
O -4.43 4.85 7.48
H -4.40 5.77 7.64
H -4.95 4.60 8.24
O -5.97 1.15 8.26
H -6.42 0.32 8.41
H -5.99 1.42 7.35



(6)
42
Properties=species:S:1:pos:R:3 method="wB97M-V/def2-TZVPD" e_homo_ev=-10.31 orbital_gap_ev=9.7889 energy_ha=-1070.0670 de_lowest_kcal_mol=84.1 lumo_energy_ev=-0.52
O 36.48 27.23 23.75
H 36.59 26.43 23.28
H 37.31 27.59 24.20
O 32.14 30.20 22.60
H 32.36 31.04 22.10
H 31.10 30.27 22.63
O 32.06 30.75 25.68
H 31.58 30.21 25.11
H 32.36 31.36 24.85
O 33.28 32.04 21.05
H 34.09 32.30 21.45
H 33.63 31.70 20.19
O 31.23 27.72 21.75
H 30.42 28.02 21.20
H 31.59 28.53 22.14
O 36.93 30.40 25.11
H 36.17 29.97 24.63
H 37.04 31.13 24.60
O 33.64 29.17 20.26
H 32.92 29.32 20.92
H 33.21 29.23 19.36
O 37.11 30.65 21.69
H 36.87 31.22 20.94
H 36.75 29.76 21.51
O 32.83 32.85 24.58
H 32.03 33.17 24.06
H 33.29 32.33 23.97
O 33.39 26.62 24.09
H 32.90 26.30 24.74
H 33.15 26.32 23.22
O 35.09 32.54 22.88
H 35.86 32.04 22.55
H 35.36 33.39 23.02
O 36.16 28.20 21.23
H 36.44 28.06 22.12
H 35.31 28.60 21.08
O 34.83 29.58 23.35
H 34.69 28.56 23.50
H 34.06 29.88 23.02
O 34.79 26.70 26.55
H 34.27 26.72 25.70
H 34.60 27.68 26.70